A cluster of 3 separate species, C5H13NO2 in total at a distorted geometry. Source: the OMol25 dataset; level of theory: the ωB97M-V functional and the def2-TZVPD basis.

Each line ends with the Mulliken charge.
Geometry (Å):
C1 2.8855 2.0090 1.5837  -1.23
N1 0.5618 1.3638 -0.1147  -0.61
C2 1.1672 0.3724 0.7566  0.27
C3 2.1764 0.7019 1.5853  -0.29
C4 1.4694 -1.9646 0.3494  -0.66
C5 0.6291 -1.0100 0.7393  -0.28
H1 2.6561 2.6985 0.7618  0.32
H2 3.9608 1.9536 1.3582  0.32
H3 2.7148 2.5825 2.4984  0.29
H4 1.0588 1.2605 -0.9975  0.26
H5 0.6503 2.3029 0.2674  0.28
H6 2.5580 -0.0924 2.2112  0.39
H7 2.4317 -1.7694 -0.1193  0.26
H8 1.3225 -3.0344 0.1985  0.29
H9 -0.3064 -1.2432 1.2214  0.39
H10 -5.8578 -1.0808 -1.8687  0.33
H11 -6.9625 -0.1124 -1.0420  0.32
O1 -6.7019 -0.5825 -1.8416  -0.66
H12 -2.5469 -1.1352 -3.1457  0.33
H13 -1.6291 -1.4061 -1.8959  0.33
O2 -2.2378 -1.8141 -2.5058  -0.66

Strongest force on any atom = 1.6 eV/Å
Net charge = 0
E_LUMO = 0.0256 Eh
Energy above the lowest of the compared OMol25 structures with the same formula, charge and spin = 66.7 kcal/mol
SMILES = C=C/C(N)=C/C.O.O